Computed, not measured: an isolated ion of composition C4H10NO2 and charge -1 in a non-equilibrium geometry, with ωB97M-V with the def2-TZVPD basis set.

Summary:
strongest force on any atom	2.8	eV/A
frontier orbital gap	6.3	eV
E_HOMO	-2.5061	eV
LUMO level	0.1398	Eh
energy relative to the best compared isomer or geometry (same formula, charge and spin)	73.6	kcal/mol

```
! wB97M-V def2-TZVPD RIJCOSX def2/J DEFGRID3
* xyz -1 1
C 0.83695 -0.74977 1.75338
O 1.22106 0.01395 2.76931
C 0.34646 0.10066 0.49559
C -0.29230 -0.68162 -0.64609
C -1.02268 0.22569 -1.58113
O -2.46459 0.28021 -1.33639
N 1.47657 0.92561 -0.06148
H 1.73140 -1.32405 1.34342
H -0.02501 -1.44392 1.85990
H -0.30776 0.84413 0.96219
H 0.49476 -1.24151 -1.14249
H -1.08109 -1.38487 -0.33262
H -0.72398 1.28281 -1.49636
H -1.03047 0.10109 -2.66573
H -2.61073 0.46788 -0.40347
H 2.30403 0.70900 0.47820
H 1.14739 1.87471 0.00379
*
```